69
Properties=species:S:1:pos:R:3 method="wB97M-V/def2-TZVPD" e_tot_ev=-46908.00996 gap_ev=10.3 total_charge=0 e_homo_ev=-10.06 smiles="C[C@H]1COC(=O)O1.C[C@H]1COC(=O)O1.C[C@H]1COC(=O)O1.CO.CO.CO.CO.CO" spin_multiplicity=1 e_lumo_ev=0.29
C 24.241 0.315 24.057
C 22.854 0.644 23.530
C 22.819 0.922 22.008
O 21.775 0.094 21.554
C 21.431 -0.805 22.498
O 20.665 -1.687 22.299
O 22.071 -0.532 23.646
H 24.669 -0.550 23.554
H 24.150 0.036 25.112
H 24.909 1.177 24.069
H 22.466 1.556 23.985
H 23.763 0.621 21.542
H 22.701 1.987 21.822
C 19.585 -2.900 16.587
C 18.932 -2.586 15.264
C 18.396 -3.892 14.585
O 17.043 -3.588 14.263
C 16.697 -2.401 14.779
O 15.638 -1.879 14.668
O 17.732 -1.862 15.464
H 19.878 -1.950 17.041
H 20.456 -3.545 16.464
H 18.918 -3.393 17.293
H 19.567 -2.094 14.529
H 18.444 -4.752 15.249
H 18.943 -4.111 13.671
C 20.323 5.923 19.913
C 19.467 4.917 20.662
C 19.402 3.501 20.059
O 19.856 2.664 21.131
C 20.141 3.408 22.211
O 20.535 2.916 23.232
O 20.044 4.702 21.963
H 19.936 6.154 18.925
H 21.313 5.476 19.764
H 20.493 6.774 20.570
H 18.450 5.300 20.758
H 20.024 3.420 19.170
H 18.382 3.187 19.856
C 22.403 4.834 17.750
O 23.329 5.923 17.752
H 22.861 3.930 17.339
H 22.137 4.608 18.789
H 21.533 5.082 17.150
H 24.169 5.559 18.049
C 20.927 1.498 18.081
O 19.615 1.998 17.972
H 21.603 2.186 17.577
H 21.304 1.353 19.102
H 21.014 0.509 17.612
H 19.039 1.371 18.453
C 24.653 1.531 18.889
O 25.923 1.890 19.404
H 24.617 1.016 17.927
H 24.197 0.847 19.621
H 23.989 2.396 18.887
H 26.408 1.093 19.626
C 23.261 -1.417 16.017
O 23.778 -0.121 15.914
H 22.576 -1.658 16.842
H 22.686 -1.676 15.119
H 24.044 -2.170 16.118
H 23.204 0.433 15.383
C 18.728 -0.581 20.266
O 18.035 0.042 19.157
H 18.959 0.235 20.963
H 18.114 -1.291 20.815
H 19.675 -0.978 19.914
H 17.092 -0.061 19.308

56
Properties=species:S:1:pos:R:3 method="wB97M-V/def2-TZVPD" e_tot_ev=-43102.64827 gap_ev=9.4 total_charge=0 e_homo_ev=-8.79 smiles="CCN(CC)C(=O)CSc1nnc([C@@H](NC(=O)OC(C)(C)C)C(C)C)o1" spin_multiplicity=1 e_lumo_ev=0.65
C -0.286 -3.598 1.628
H -0.161 -3.670 2.705
H 0.694 -3.571 1.160
C -1.108 -4.782 1.127
N -1.387 -4.707 -0.300
C -2.372 -3.868 -0.676
O -3.066 -3.270 0.121
C -2.626 -3.725 -2.181
H -3.310 -4.499 -2.528
H -1.716 -3.717 -2.775
S -3.469 -2.138 -2.458
C -2.198 -1.162 -1.841
N -0.990 -1.543 -1.555
N -0.338 -0.442 -1.120
C -1.169 0.543 -1.165
O -2.385 0.156 -1.625
C -0.902 1.966 -0.832
N 0.400 2.090 -0.229
C 0.557 2.654 1.000
O -0.321 3.238 1.587
O 1.825 2.489 1.403
C 2.280 3.065 2.652
C 3.754 2.667 2.727
H 4.293 3.069 1.873
H 3.848 1.585 2.715
H 4.197 3.053 3.640
C 1.503 2.468 3.825
H 1.580 1.383 3.809
H 0.455 2.747 3.760
H 1.911 2.839 4.761
C 2.137 4.587 2.616
H 2.662 4.991 1.753
H 2.560 5.016 3.519
H 1.088 4.863 2.550
H 1.129 1.483 -0.568
H -1.635 2.310 -0.089
C -1.049 2.844 -2.102
C 0.006 2.479 -3.143
H 1.000 2.714 -2.770
H -0.030 1.420 -3.385
H -0.160 3.046 -4.056
C -0.951 4.317 -1.723
H -1.716 4.579 -0.996
H 0.021 4.527 -1.284
H -1.078 4.941 -2.604
H -2.045 2.644 -2.513
C -0.497 -5.387 -1.215
H -1.060 -5.683 -2.103
C 0.713 -4.537 -1.612
H 0.404 -3.513 -1.813
H 1.446 -4.516 -0.811
H 1.187 -4.952 -2.497
H -0.159 -6.306 -0.727
H -0.591 -5.723 1.324
H -2.071 -4.788 1.645
H -0.805 -2.673 1.397

143
Properties=species:S:1:pos:R:3 method="wB97M-V/def2-TZVPD" e_tot_ev=-73436.22457 gap_ev=8.7 total_charge=0 e_homo_ev=-8.37 smiles="COC[C@H](C)N.COC[C@H](C)N.COC[C@H](C)N.COC[C@H](C)N.COC[C@H](C)N.COC[C@H](C)N.COC[C@H](C)N.NC(N)=O.NC(N)=O.NC(N)=O" spin_multiplicity=1 e_lumo_ev=0.37
C -1.553 -4.132 2.802
O -0.963 -5.105 2.386
N -1.708 -3.006 2.048
N -2.075 -4.066 4.053
H -1.081 -2.874 1.246
H -1.841 -2.171 2.610
H -2.364 -3.239 4.500
H -1.778 -4.742 4.703
C 0.456 -0.177 0.297
O -0.169 -1.047 -0.242
N -0.161 1.036 0.442
N 1.684 -0.254 0.786
H 0.134 1.753 1.078
H -1.115 1.176 0.098
H 2.177 -1.094 0.494
H 2.235 0.542 1.062
C -1.099 1.651 -3.652
O -2.139 1.050 -3.389
N -0.595 1.863 -4.860
N -0.372 2.191 -2.711
H 0.060 2.588 -4.979
H -0.884 1.293 -5.609
H -0.817 2.017 -1.777
H 0.652 2.169 -2.755
C -6.160 -2.254 -3.843
C -5.050 -1.227 -3.593
C -3.859 -1.920 -2.869
O -4.319 -2.139 -1.502
C -3.271 -2.354 -0.554
N -4.570 -0.669 -4.888
H -6.293 -2.699 -2.873
H -5.840 -3.015 -4.595
H -7.087 -1.801 -4.115
H -5.416 -0.445 -2.950
H -2.983 -1.296 -2.770
H -3.585 -2.882 -3.332
H -2.287 -1.952 -0.833
H -3.220 -3.420 -0.473
H -3.640 -1.928 0.362
H -5.313 -0.570 -5.533
H -4.080 0.195 -4.777
C 3.106 3.742 3.263
C 2.714 2.752 2.147
C 2.212 3.509 0.949
O 0.966 4.101 1.269
C 0.456 4.755 0.136
N 3.687 1.820 1.572
H 2.243 4.186 3.673
H 3.656 4.508 2.787
H 3.712 3.367 4.100
H 1.854 2.186 2.508
H 2.015 2.741 0.166
H 2.948 4.197 0.547
H -0.457 5.252 0.440
H 0.298 4.001 -0.694
H 1.183 5.531 -0.201
H 4.376 2.240 0.966
H 4.302 1.473 2.325
C -4.873 2.856 -1.306
C -3.447 2.645 -0.808
C -3.157 3.562 0.357
O -3.089 4.894 -0.223
C -3.331 5.870 0.787
N -3.101 1.286 -0.412
H -4.935 2.233 -2.180
H -5.099 3.890 -1.447
H -5.558 2.392 -0.634
H -2.761 2.953 -1.642
H -2.247 3.350 0.933
H -3.978 3.586 1.055
H -3.446 6.791 0.233
H -2.565 5.938 1.590
H -4.266 5.640 1.303
H -3.126 0.703 -1.264
H -3.856 0.976 0.197
C 2.603 -0.247 -2.714
C 3.225 1.057 -2.298
C 4.724 0.896 -2.293
O 5.307 2.000 -1.682
C 6.685 1.810 -1.449
N 2.767 2.186 -3.138
H 2.987 -0.569 -3.715
H 1.500 -0.189 -2.832
H 2.796 -1.035 -1.983
H 2.894 1.292 -1.314
H 5.090 0.707 -3.343
H 4.960 0.047 -1.687
H 7.105 1.157 -2.223
H 6.789 1.225 -0.528
H 7.253 2.730 -1.461
H 3.214 2.077 -4.033
H 3.322 2.979 -2.759
C 2.447 -3.645 0.772
C 2.965 -4.386 2.035
C 2.905 -3.396 3.238
O 3.324 -2.066 2.896
C 2.775 -1.167 3.790
N 2.225 -5.530 2.539
H 3.207 -2.937 0.495
H 1.542 -3.153 1.073
H 2.222 -4.311 -0.066
H 4.025 -4.759 2.039
H 3.313 -3.671 4.208
H 1.839 -3.188 3.471
H 3.205 -1.233 4.797
H 1.665 -1.151 3.734
H 3.068 -0.164 3.480
H 2.330 -6.341 1.887
H 1.245 -5.318 2.476
C -0.552 0.481 4.775
C -1.943 0.929 4.253
C -1.846 2.390 3.825
O -1.425 3.168 4.939
C -1.054 4.445 4.493
N -2.293 0.027 3.150
H 0.170 0.726 4.008
H -0.529 -0.606 4.902
H -0.193 0.975 5.677
H -2.733 0.888 5.025
H -2.767 2.802 3.364
H -1.085 2.413 3.002
H -0.266 4.427 3.707
H -0.766 5.091 5.296
H -1.873 4.957 4.015
H -3.105 0.424 2.711
H -1.514 0.162 2.483
C -0.315 -3.076 -3.350
C -0.045 -4.426 -2.651
C 1.332 -4.975 -2.982
O 2.303 -3.975 -2.723
C 3.633 -4.518 -2.645
N -0.283 -4.270 -1.234
H -1.394 -2.879 -3.387
H 0.167 -3.007 -4.363
H 0.167 -2.296 -2.686
H -0.742 -5.168 -2.987
H 1.458 -5.348 -4.035
H 1.571 -5.938 -2.509
H 3.884 -5.200 -3.455
H 3.836 -4.978 -1.684
H 4.353 -3.724 -2.856
H -0.088 -5.084 -0.646
H 0.271 -3.519 -0.832

80
Properties=species:S:1:pos:R:3 method="wB97M-V/def2-TZVPD" e_tot_ev=-46073.81718 gap_ev="2.5 / 2.5" total_charge=-2 e_homo_ev="1.05 / 1.05" spin_multiplicity=1 e_lumo_ev="3.60 / 3.60"
Ba -1.723 0.242 0.529
N -1.464 -2.388 1.353
N 0.017 -2.820 -1.511
C 1.225 1.977 -0.338
C 2.058 0.875 -0.024
C 2.033 0.683 1.380
C 2.813 -0.303 2.155
H 3.624 -0.726 1.549
H 2.187 -1.137 2.509
H 3.259 0.170 3.043
C 1.171 1.663 1.938
C 0.934 1.909 3.376
H 1.565 2.734 3.752
H 1.172 1.020 3.974
H -0.120 2.165 3.573
C 0.680 2.469 0.879
C -0.152 3.684 1.060
H -1.138 3.467 1.509
H -0.315 4.196 0.103
H 0.351 4.395 1.738
C 2.849 0.087 -0.990
H 3.771 -0.295 -0.531
H 3.123 0.690 -1.866
H 2.267 -0.774 -1.348
C 1.030 2.576 -1.679
H 0.121 2.204 -2.177
H 1.872 2.335 -2.343
H 0.950 3.672 -1.616
C -2.512 -2.711 2.206
H -2.736 -1.939 2.948
C -3.222 -3.874 2.100
H -4.000 -4.085 2.833
C -2.955 -4.755 1.043
H -3.577 -5.634 0.877
C -1.900 -4.467 0.195
H -1.760 -5.036 -0.726
C -0.944 -3.467 0.527
C 0.230 -3.411 -0.277
H 1.263 -3.554 0.068
C -0.239 -1.443 -1.652
C -0.255 -3.498 -2.716
H -0.248 -4.571 -2.783
C -0.483 -2.565 -3.642
H -0.654 -2.653 -4.696
N -0.426 -1.315 -3.006
C -0.394 -0.096 -3.758
C 0.756 0.147 -4.526
C 0.809 1.304 -5.304
H 1.709 1.502 -5.890
C -0.277 2.176 -5.376
C -0.212 3.393 -6.245
H -0.214 4.317 -5.656
H -1.074 3.427 -6.919
H 0.696 3.369 -6.852
C -1.426 1.890 -4.635
H -2.292 2.550 -4.717
C -1.512 0.756 -3.817
C -2.813 0.414 -3.150
H -3.174 -0.596 -3.398
H -3.579 1.124 -3.489
H -2.795 0.501 -2.044
C 1.897 -0.821 -4.543
H 1.587 -1.833 -4.850
H 2.404 -0.891 -3.568
H 2.645 -0.465 -5.265
N -2.238 1.084 6.894
C -1.382 0.103 6.420
O -0.628 -0.520 7.163
C -1.496 -0.199 4.941
C -0.411 -0.898 4.405
C -0.148 -1.601 3.213
N -0.553 -1.437 1.939
C -2.667 0.603 2.940
C -2.667 0.274 4.244
H -2.084 1.350 7.856
H -2.578 1.820 6.291
H 0.417 -1.066 5.107
H 0.576 -2.424 3.327
H -3.548 1.142 2.495
H -3.571 0.373 4.878